#i
C5H8INO2 as an isolated structure, computed with the ωB97M-V functional and the def2-TZVPD basis.

Last column: Mulliken charge in e.
Geometry (Å):
C1 -0.92059 1.20261 -0.37577  0.435
C2 -0.37648 1.93506 0.90984  -0.289
C3 0.64609 -0.31828 0.49870  0.182
C4 0.50304 -1.65285 1.25728  -1.200
C5 -0.20593 -0.59532 -1.85699  -1.125
N1 -0.15008 0.05173 -0.52671  0.191
O1 -1.72882 1.54542 -1.22375  -0.642
O2 0.41800 1.09916 1.59330  -0.428
I1 2.74576 -0.13307 -0.10992  0.057
H1 -0.03527 2.84472 0.31062  0.260
H2 -1.33123 2.18878 1.39412  0.327
H3 1.30802 -1.76714 1.99128  0.376
H4 0.30929 -2.38306 0.60927  0.407
H5 -0.46887 -1.47745 1.82442  0.315
H6 0.57232 -0.36964 -2.45582  0.415
H7 -0.19065 -1.75045 -1.61046  0.257
H8 -1.09460 -0.42020 -2.22941  0.461

Calculated values
Gap between HOMO and LUMO in eV: 9.85

#ii
A 2-piece molecular cluster, C5H8INO2 overall, computed with the ωB97M-V functional and the def2-TZVPD basis.

Last column: Mulliken charge in e.
Geometry (Å):
C1 -0.31871 -1.81429 -1.39248  0.478
C2 1.25515 -1.31784 2.19803  -0.466
C3 0.58626 0.57898 1.13160  0.335
C4 1.04282 1.90145 0.50827  -1.077
C5 -1.83258 -0.02245 -2.29381  -0.822
N1 -0.91820 -0.81069 -1.58524  -0.141
O1 0.29666 -2.74443 -1.14497  -0.457
O2 1.42692 -0.33327 1.37164  -0.223
I1 -1.16932 0.79247 2.46620  -0.085
H1 0.40108 -1.48382 2.80288  0.243
H2 2.02621 -2.02890 1.98896  0.291
H3 1.63943 2.57263 1.26370  0.327
H4 0.24263 2.65968 0.48870  0.370
H5 1.46719 1.55368 -0.44597  0.267
H6 -1.73406 -0.24834 -3.27746  0.395
H7 -2.84219 -0.21843 -2.15311  0.337
H8 -1.56931 0.96358 -1.92694  0.226

Calculated values
Gap between HOMO and LUMO (alpha / beta) in eV: 7.97 / 7.64

Energies relative to the most stable structure are #i 0.000; #ii 2.536, reported in eV.

#i
An isolated ion of composition CH2NOS3 and charge -1, computed with the ωB97M-V functional and the def2-TZVPD basis.

Last column: Mulliken charge in e.
Geometry (Å):
O1 -1.27382 2.10862 0.24988  -0.428
N1 -1.55099 0.50876 0.13887  0.018
S1 -3.00480 -0.02545 -0.13771  -0.459
C1 -0.39753 -0.13183 -0.01926  0.342
S2 1.18759 0.39002 -0.13374  -0.559
S3 -0.76587 -1.90458 0.12965  -0.275
H1 -0.30576 1.95116 0.17163  0.257
H2 0.55515 -2.24325 0.66747  0.102

Calculated values
Charge: -1
Gap between HOMO and LUMO in eV: 6.52

#ii
A 2-piece molecular cluster, CH2NOS3 overall, computed with the ωB97M-V functional and the def2-TZVPD basis.

Last column: Mulliken charge in e.
Geometry (Å):
C1 1.70179 1.67520 0.11079  0.423
N1 -1.13695 -1.69167 -0.32016  -0.354
O1 2.62260 1.92709 -0.61130  -0.543
S1 0.16135 2.33196 0.60031  -0.413
S2 1.25288 0.48212 1.30878  -0.440
S3 -2.47169 -2.19022 -1.27046  -0.183
H1 -0.86842 -0.67335 -0.43151  0.268
H2 -1.26156 -1.86112 0.61356  0.242

Calculated values
Charge: -1
Gap between HOMO and LUMO (alpha / beta) in eV: 6.86 / 3.49

Energies relative to the most stable structure are #i 0.559; #ii 0.000, reported in eV.

#i
A 9-piece molecular cluster, C18H36Br18 overall, computed with the ωB97M-V functional and the def2-TZVPD basis.

Last column: Mulliken charge in e.
Geometry (Å):
Br1 3.24635 2.20341 0.07966  -0.104
C1 5.23214 2.13473 -0.04845  -0.544
C2 5.72367 2.88871 -1.24808  -0.330
Br2 7.68916 2.95547 -1.27923  -0.155
H1 5.44510 1.06874 -0.04560  0.248
H2 5.67966 2.46477 0.89015  0.414
H3 5.31082 3.88309 -1.36652  0.406
H4 5.46383 2.30034 -2.12746  0.086
Br3 1.63345 0.46330 -4.73625  -0.143
C3 3.16352 -0.18336 -3.73800  -0.338
C4 2.60835 -0.86453 -2.51086  -0.087
Br4 4.17811 -1.28516 -1.34676  -0.178
H5 3.81371 0.68067 -3.63840  0.126
H6 3.75370 -0.86768 -4.34776  0.428
H7 2.02278 -1.75676 -2.71190  0.310
H8 1.97407 -0.18515 -1.94755  -0.104
Br5 -0.88217 0.31969 -1.52961  -0.056
C5 -0.73985 -0.67949 0.15309  0.003
C6 0.28722 0.05125 1.00335  -0.272
Br6 0.39422 -0.95482 2.71093  -0.100
H9 -0.35441 -1.65043 -0.13084  0.146
H10 -1.72629 -0.65777 0.59481  -0.032
H11 0.03744 1.09007 1.20128  0.405
H12 1.29251 0.05221 0.59188  0.046
Br7 -2.31774 2.74706 0.68421  -0.058
C7 -2.70463 4.66220 0.39552  -0.632
C8 -3.95672 5.05443 1.14592  -0.535
Br8 -4.09149 7.00299 1.24656  -0.174
H13 -2.79178 4.80118 -0.67943  0.284
H14 -1.85092 5.27026 0.68788  0.430
H15 -3.91858 4.66815 2.16042  0.300
H16 -4.82741 4.63598 0.64782  0.356
Br9 -0.16416 -5.22717 1.33442  -0.145
C9 1.52688 -4.51372 2.05726  -0.299
C10 2.32234 -3.82438 0.97394  -0.144
Br10 2.62544 -4.95972 -0.61621  -0.133
H17 2.08445 -5.34721 2.47630  0.419
H18 1.28830 -3.81266 2.85058  0.089
H19 3.22959 -3.38987 1.39572  0.450
H20 1.79276 -2.95957 0.57591  -0.266
Br11 -3.30567 -2.57574 -5.83050  -0.186
C11 -2.62528 -3.56884 -4.28369  -0.587
C12 -1.17508 -3.21354 -4.03361  -0.404
Br12 -0.77561 -3.67730 -2.14904  -0.108
H21 -2.76196 -4.61219 -4.54116  0.378
H22 -3.26138 -3.25354 -3.46705  0.345
H23 -0.99227 -2.14817 -4.16067  0.194
H24 -0.47513 -3.70278 -4.70563  0.390
Br13 -2.84896 2.86924 -2.85244  -0.158
C13 -1.73137 2.42016 -4.40947  0.036
C14 -2.60751 1.78357 -5.47881  -0.500
Br14 -1.42313 1.21868 -6.93093  -0.190
H25 -1.03628 1.66193 -4.06011  -0.394
H26 -1.20781 3.29154 -4.78317  0.421
H27 -3.29708 2.51003 -5.89593  0.397
H28 -3.11907 0.88725 -5.14873  0.316
Br15 1.47698 0.09290 8.65496  -0.154
C15 0.86848 -0.38736 6.84809  -0.609
C16 1.99957 -1.00968 6.04057  -0.171
Br16 3.38341 0.29489 5.65496  -0.108
H29 0.50763 0.50394 6.33842  0.314
H30 0.02208 -1.07025 6.89266  0.387
H31 1.59110 -1.39992 5.11054  -0.173
H32 2.41527 -1.84477 6.59993  0.428
Br17 -5.11702 1.51208 3.00997  -0.118
C17 -4.37099 -0.29859 2.88121  0.016
C18 -3.95616 -0.83090 4.21641  -0.652
Br18 -2.45169 0.18809 4.95717  -0.109
H33 -3.54418 -0.23405 2.17840  -0.328
H34 -5.12964 -0.92506 2.41588  0.418
H35 -3.76697 -1.90854 4.18657  0.391
H36 -4.77771 -0.85230 4.93647  0.402

Calculated values
Gap between HOMO and LUMO in eV: 10.06

#ii
A 9-piece molecular cluster, C18H36Br18 overall, computed with the ωB97M-V functional and the def2-TZVPD basis.

Last column: Mulliken charge in e.
Geometry (Å):
Br1 -1.87426 -7.23823 -5.12430  -0.149
C1 -1.36165 -5.32509 -4.91449  -0.625
C2 -2.57805 -4.38338 -4.95204  -0.562
Br2 -1.95853 -2.44649 -4.57793  -0.171
H1 -0.77363 -5.03212 -5.78426  0.351
H2 -0.73032 -5.32754 -4.02594  0.387
H3 -3.35385 -4.60658 -4.21963  0.393
H4 -2.99686 -4.48926 -5.95279  0.374
Br3 -1.46200 5.29529 4.75864  -0.165
C3 -2.26055 5.73723 2.94342  -0.572
C4 -3.09046 7.04050 3.07698  -0.587
Br4 -3.83764 7.61860 1.34925  -0.152
H5 -2.94280 4.97380 2.56951  0.375
H6 -1.39403 5.82900 2.28858  0.373
H7 -2.36040 7.81548 3.31045  0.347
H8 -3.91169 7.02371 3.79351  0.381
Br5 -1.76755 0.01384 0.48747  -0.151
C5 0.00659 0.79731 -0.02627  -0.447
C6 0.91071 -0.34294 -0.39419  -0.629
Br6 2.02380 -1.10805 1.13171  -0.148
H9 0.41156 1.31854 0.84114  0.350
H10 -0.08410 1.51734 -0.83954  0.328
H11 1.69199 -0.06873 -1.10309  0.328
H12 0.26134 -1.13059 -0.77631  0.371
Br7 8.84190 -0.54470 -3.70549  -0.173
C7 7.75278 1.07719 -3.85626  -0.446
C8 6.44509 0.78340 -3.21230  -0.539
Br8 4.88956 1.37939 -4.29413  -0.185
H13 7.65646 1.34002 -4.90971  0.343
H14 8.36672 1.85479 -3.40184  0.308
H15 6.48563 1.34152 -2.27691  0.313
H16 6.37118 -0.26902 -2.93834  0.380
Br9 -6.03011 3.92154 -4.75112  -0.140
C9 -4.57117 2.75579 -5.37922  -0.490
C10 -3.45585 3.57890 -5.98115  -0.567
Br10 -2.09810 4.02021 -4.57853  -0.149
H17 -4.92603 2.00634 -6.08668  0.330
H18 -4.20602 2.24212 -4.48988  0.337
H19 -3.78131 4.57544 -6.27960  0.343
H20 -2.95396 3.13944 -6.84317  0.337
Br11 4.47090 3.13345 2.67603  -0.149
C11 4.05564 3.31473 4.60604  -0.495
C12 4.56041 2.02947 5.29304  -0.705
Br12 4.22281 1.89930 7.30887  -0.177
H21 3.00571 3.56229 4.76246  0.372
H22 4.49482 4.21015 5.04586  0.367
H23 5.59806 1.72777 5.15041  0.426
H24 4.08847 1.22498 4.72895  0.362
Br13 3.38061 -5.62229 -1.43409  -0.170
C13 4.56018 -5.18390 -2.98407  -0.648
C14 3.73696 -4.45672 -4.13674  -0.502
Br14 5.01948 -3.79358 -5.42082  -0.141
H25 4.94408 -6.14402 -3.32884  0.376
H26 5.35734 -4.51573 -2.65818  0.389
H27 3.19961 -3.66535 -3.61414  0.359
H28 3.12800 -5.22109 -4.61944  0.334
Br15 -1.46146 -3.82054 6.32043  -0.124
C15 -0.61981 -2.41152 5.15792  -0.555
C16 -0.35794 -1.18559 5.99356  -0.588
Br16 -2.09408 -0.32359 6.38549  -0.118
H29 -1.28623 -2.30349 4.30216  0.312
H30 0.25546 -2.77060 4.61655  0.361
H31 0.29452 -0.39052 5.63263  0.361
H32 0.07170 -1.44189 6.96197  0.351
Br17 -6.71059 -3.65693 2.79145  -0.126
C17 -6.24919 -1.89618 3.43305  -0.532
C18 -7.26346 -1.46428 4.56276  -0.654
Br18 -6.75199 -2.31006 6.33912  -0.147
H33 -6.43701 -1.23574 2.58650  0.317
H34 -5.19862 -1.82033 3.71348  0.360
H35 -8.26473 -1.75675 4.24651  0.422
H36 -7.10405 -0.39549 4.70555  0.358

Calculated values
Gap between HOMO and LUMO in eV: 9.70

Energies relative to the most stable structure are #i 0.000; #ii 2.650, reported in eV.

#i
One molecule with the formula C4H7FN2, computed with the ωB97M-V functional and the def2-TZVPD basis.

Last column: Mulliken charge in e.
Geometry (Å):
F1 1.69202 0.39407 -1.23458  -0.370
C1 1.06125 0.71324 0.01688  -0.070
C2 0.74521 -0.77697 0.95465  -0.666
C3 -0.63986 -1.25535 0.71958  0.130
N1 -1.43209 -0.87408 -0.18075  -0.498
C4 -1.18625 0.39841 -0.85566  -0.471
N2 -0.15843 1.25233 -0.21888  -0.338
H1 1.69732 1.32153 0.48955  0.468
H2 1.00865 -0.53255 1.90624  0.348
H3 1.54256 -1.48105 0.64874  0.295
H4 -0.93203 -2.28777 1.26037  0.253
H5 -1.20060 0.06535 -1.93918  0.284
H6 -2.05044 0.92214 -0.82760  0.397
H7 -0.14732 2.14070 -0.73936  0.236

Calculated values
Gap between HOMO and LUMO in eV: 10.48

#ii
One molecule with the formula C4H7FN2, computed with the ωB97M-V functional and the def2-TZVPD basis.

Last column: Mulliken charge in e.
Geometry (Å):
H1 -2.87317 0.56110 -1.12369  0.255
N1 -2.26436 0.60133 -0.25358  -0.450
N2 -1.66435 -0.47027 -0.26153  -0.081
C1 -0.71992 -0.55883 1.07541  0.276
F1 -0.80387 0.51142 1.89134  -0.294
C2 0.80205 -0.69605 0.76248  -0.706
C3 0.96236 -0.11268 -0.65758  -0.145
C4 1.55795 0.97375 -1.09676  -0.744
H2 -1.22558 -1.38773 1.57668  0.323
H3 1.23894 -1.62939 0.71026  0.347
H4 1.17439 0.06125 1.41359  0.332
H5 0.19482 -0.65587 -1.26731  0.355
H6 1.36358 1.22615 -2.15203  0.217
H7 2.25715 1.57581 -0.61728  0.316

Calculated values
Gap between HOMO and LUMO in eV: 10.29

Energies relative to the most stable structure are #i 0.000; #ii 1.333, reported in eV.